The following is a DFT calculation (ωB97M-V/def2-TZVPD) of a 2-piece molecular cluster, C8H16N overall in a non-equilibrium geometry.

The charge is +1. As for the total energy: -368.778336 Ha. The HOMO-LUMO gap is 7.26 eV. The LUMO energy is -0.2032 Eh. The energy above the lowest of the compared OMol25 structures with the same formula, charge and spin comes out at 99.3 kcal per mole.

XYZ file:
```
25
Properties=species:S:1:pos:R:3:lowdin_charge:R:1
C -0.59199 -2.22146 -1.72043 0.02
C -0.50107 -1.02433 -1.18605 -0.10
C 1.02950 1.46129 1.04865 -0.10
C 2.18695 0.52495 -0.90712 -0.05
C 1.57532 -0.97024 0.95118 -0.05
C -3.59812 0.18250 0.24535 0.18
C -0.15949 0.18710 -0.69488 -0.10
C 1.14048 0.26063 0.20108 -0.64
N -2.60005 0.69200 0.91067 0.18
H 0.11123 -2.55724 -2.59700 0.12
H 2.06925 1.82873 1.47073 0.14
H 0.39070 1.40662 1.92839 0.08
H 0.77424 2.31244 0.43296 0.08
H 2.53140 -0.47757 -1.20970 0.08
H 3.15916 0.90008 -0.44022 0.12
H 1.94551 1.18052 -1.68907 0.07
H 1.93232 -1.73839 0.19628 0.10
H 0.69654 -1.49057 1.43201 0.10
H 2.18118 -0.53024 1.78729 0.11
H -1.38824 -2.97701 -1.59484 0.07
H -4.59253 0.20900 0.78069 0.15
H -3.34271 -0.07274 -0.82232 0.14
H -0.65777 1.10894 -0.87933 0.09
H -1.68876 0.87389 0.45607 0.07
H -2.60305 0.93109 1.89961 0.16
```


The following is a DFT calculation (ωB97M-V/def2-TZVPD) of one molecule with the formula C22H20F3N3O3 in a non-equilibrium geometry.

As for the total energy: -1539.938796 Ha. The HOMO-LUMO gap is 9.01 eV. The LUMO energy is 0.0179 Eh. The energy above the lowest of the compared OMol25 structures with the same formula, charge and spin comes out at 46.2 kcal per mole.

XYZ file:
```
51
Properties=species:S:1:pos:R:3:lowdin_charge:R:1
O -1.94127 -1.13753 1.89236 0.10
C -2.08551 -1.39874 0.71943 -0.42
N -3.23796 -1.18082 0.03401 0.13
H -3.26565 -1.43027 -0.94388 0.13
C -4.40500 -0.64117 0.67782 -0.16
C -4.84548 0.69709 0.12790 -0.15
C -5.24641 1.71318 0.98735 -0.01
C -5.66443 2.91898 0.45058 -0.05
C -5.66162 3.05957 -0.92957 -0.15
N -5.28147 2.09879 -1.75251 0.07
C -4.88805 0.94842 -1.24093 -0.09
H -4.59775 0.19653 -1.96266 0.12
H -5.97703 3.98022 -1.40158 0.10
H -5.98309 3.72805 1.08837 0.10
H -5.23095 1.55926 2.05655 0.12
C -5.56379 -1.64314 0.55656 -0.58
F -5.88504 -1.88794 -0.72224 0.15
F -5.26733 -2.82572 1.10737 0.15
F -6.67355 -1.19808 1.15906 0.16
H -4.15841 -0.55319 1.74564 0.16
C -1.02501 -1.98552 -0.12985 -0.18
N -1.19439 -2.18667 -1.41732 0.11
O -0.05526 -2.72463 -1.89166 0.04
C 0.82689 -2.86307 -0.88831 -0.23
C 0.26700 -2.40513 0.27183 0.09
H 0.68953 -2.36174 1.25190 0.13
C 2.16667 -3.45478 -1.19178 -0.12
O 3.09968 -3.24145 -0.17144 -0.03
C 3.52806 -1.95752 0.07653 -0.26
C 4.44467 -1.82055 1.11655 0.00
C 4.93113 -0.57321 1.43840 -0.03
C 4.52740 0.56591 0.74792 -0.18
C 3.61071 0.42938 -0.28771 -0.16
C 3.12122 -0.83160 -0.61852 0.03
H 2.41281 -0.90048 -1.43081 0.12
C 3.14457 1.61188 -1.09314 -0.15
C 3.41551 2.93642 -0.38902 -0.20
C 4.86269 2.96980 0.08511 -0.20
C 5.06577 1.90886 1.16076 -0.15
H 6.12626 1.81577 1.40639 0.12
H 4.54896 2.22077 2.07483 0.12
H 5.11293 3.95432 0.48467 0.11
H 5.52508 2.77026 -0.76007 0.12
H 3.21466 3.76461 -1.07128 0.11
H 2.75046 3.03852 0.47117 0.12
H 2.07805 1.50983 -1.30872 0.12
H 3.67082 1.60175 -2.05398 0.13
H 5.64197 -0.47372 2.24602 0.12
H 4.75700 -2.70266 1.65162 0.12
H 2.52217 -3.07435 -2.16078 0.14
H 2.07176 -4.54447 -1.26892 0.15
```


The following is a DFT calculation (ωB97M-V/def2-TZVPD) of a 8-piece molecular cluster, C29H48O24 overall in a non-equilibrium geometry.

As for the total energy: -2939.431008 Ha. The HOMO-LUMO gap is 9.81 eV. The LUMO energy is 0.0079 Eh. The energy above the lowest of the compared OMol25 structures with the same formula, charge and spin comes out at 151.7 kcal per mole.

XYZ file:
```
101
Properties=species:S:1:pos:R:3:lowdin_charge:R:1
C 6.54363 3.82105 -1.60575 -0.02
C 5.28024 3.01302 -1.38971 -0.33
C 4.76893 2.14261 -2.57973 -0.10
O 4.24002 1.00318 -1.98034 0.06
C 4.78538 0.91033 -0.79540 -0.57
O 4.53672 -0.04525 -0.11763 0.16
O 5.57045 1.98814 -0.51373 0.09
H 6.82153 4.59369 -0.84111 0.10
H 6.27565 4.47355 -2.46263 0.09
H 7.38803 3.23157 -1.86315 0.07
H 4.53873 3.67181 -0.90613 0.15
H 5.57414 1.81572 -3.23733 0.14
H 4.09918 2.71651 -3.24740 0.14
C -4.89234 -0.49748 1.13453 -0.01
C -3.82999 0.18213 1.97198 -0.32
C -2.36830 -0.29067 1.86388 -0.07
O -1.65757 0.76444 1.22445 0.07
C -2.49611 1.73456 0.96671 -0.59
O -2.13526 2.81620 0.54532 0.14
O -3.72880 1.47585 1.48194 0.07
H -5.91263 -0.11593 1.38182 0.10
H -4.90726 -1.58525 1.20081 0.06
H -4.75244 -0.24797 0.06459 0.08
H -4.07758 0.32568 3.07140 0.17
H -2.29968 -1.15261 1.22143 0.09
H -1.77994 -0.49371 2.79400 0.14
C 2.05180 -1.83113 -1.18431 -0.01
C 0.88335 -1.51295 -0.24500 -0.29
C 0.20379 -2.74384 0.30166 -0.09
O 0.50689 -2.82232 1.69566 0.07
C 1.15421 -1.70956 2.05216 -0.48
O 1.42534 -1.45923 3.23399 0.10
O 1.31937 -0.88101 0.96102 0.07
H 1.99694 -2.71991 -1.85329 0.10
H 3.01014 -1.90911 -0.67120 0.08
H 2.21169 -0.95107 -1.80246 0.06
H 0.08729 -0.87927 -0.77752 0.15
H 0.33746 -3.64517 -0.30963 0.15
H -0.81459 -2.56054 0.28672 0.08
C 1.08237 -1.21817 7.03092 -0.02
C -0.31259 -1.33946 6.55665 -0.30
C -0.55785 -2.38492 5.45540 -0.08
O -1.22528 -3.44373 6.14961 0.07
C -1.58207 -3.10491 7.33640 -0.61
O -2.30184 -3.77831 8.08107 0.10
O -1.07497 -1.92217 7.64309 0.09
H 1.73995 -0.58994 6.39253 0.11
H 1.46463 -2.21446 7.26143 0.11
H 0.93346 -0.65787 7.87770 0.06
H -0.73152 -0.33695 6.35453 0.16
H 0.28061 -2.87659 4.86596 0.14
H -1.29634 -1.92118 4.76276 0.13
C 2.19222 0.61071 -4.75900 0.00
C 0.63392 0.50845 -4.63481 -0.32
C -0.02907 -0.27002 -5.81061 -0.08
O -0.40023 -1.48100 -5.20006 0.07
C -0.30605 -1.37171 -3.83740 -0.46
O -0.74453 -2.13403 -2.96057 0.10
O 0.23370 -0.15963 -3.50949 0.05
H 2.58525 0.95470 -5.71882 0.09
H 2.64877 -0.40571 -4.66695 0.11
H 2.47887 1.22721 -3.93103 0.04
H 0.13855 1.54067 -4.58827 0.17
H 0.53150 -0.43985 -6.69525 0.13
H -0.98134 0.18479 -6.02518 0.11
C -3.66940 -4.26717 -0.91037 -0.03
O -2.76161 -4.82886 -0.02894 0.03
C -2.65843 -4.43769 1.20279 -0.45
O -3.23665 -3.26528 1.78190 -0.08
O -2.02048 -5.26881 1.96774 0.02
C -1.66254 -4.90418 3.31481 -0.01
H -3.26185 -3.57600 -1.62675 0.09
H -4.49970 -3.81277 -0.38156 0.10
H -3.99455 -5.12096 -1.47159 0.10
H -1.16290 -5.80401 3.73839 0.12
H -2.55637 -4.82004 3.93506 0.10
H -1.07511 -3.99875 3.29236 0.06
C 1.83392 6.66102 1.45545 -0.03
O 2.28019 5.67551 0.56671 0.03
C 1.91532 4.45222 0.77747 -0.39
O 1.22555 4.04350 1.98488 -0.09
O 2.14935 3.56077 -0.20127 -0.03
C 1.74661 2.24597 -0.06357 -0.05
H 1.92639 6.32592 2.46476 0.09
H 0.84776 6.98039 1.18373 0.11
H 2.49179 7.43390 1.30444 0.07
H 2.26260 1.72179 0.82028 0.14
H 2.00242 1.77422 -0.97549 0.07
H 0.62443 2.32611 0.04269 0.12
C -2.66912 0.14186 -1.86506 -0.02
O -2.86097 0.20298 -3.28182 0.01
C -2.84522 1.37909 -3.87395 -0.45
O -2.53005 2.56835 -3.18111 -0.05
O -3.05367 1.37589 -5.16588 0.00
C -3.16551 2.57910 -5.97469 0.00
H -3.33395 0.79342 -1.29796 0.09
H -1.60614 0.53680 -1.71405 0.12
H -2.77274 -0.85359 -1.50934 0.08
H -3.43840 3.45933 -5.59881 0.05
H -3.67584 2.23834 -6.88505 0.11
H -2.15367 2.87966 -6.32743 0.10
```


The following is a DFT calculation (ωB97M-V/def2-TZVPD) of C31H37BF4N8O6SY as an isolated structure in a non-equilibrium geometry.

The charge is +1. As for the total energy: -2954.171876 Ha. The HOMO-LUMO gap is 6.86 eV. The LUMO energy is -0.1378 Eh. The energy above the lowest of the compared OMol25 structures with the same formula, charge and spin comes out at 4.2 kcal per mole.

XYZ file:
```
89
Properties=species:S:1:pos:R:3:lowdin_charge:R:1
Y -0.22901 -0.19210 0.47728 1.55
C -5.58083 -3.20893 -3.16838 -0.05
C -4.21183 -2.88969 -2.67928 -0.26
C -3.30589 -2.17610 -3.48302 0.05
C -2.03863 -1.78582 -3.02914 -0.13
C -1.22493 -1.02969 -3.89903 0.04
N -0.06923 -0.51135 -3.52076 0.09
C 0.77296 0.20105 -4.45626 -0.17
C 1.00987 1.65816 -4.07450 -0.16
C 1.93788 1.79136 -2.87598 -0.18
N 3.24565 1.23938 -3.26313 0.08
C 4.09627 0.50905 -2.56789 0.04
C 4.09587 0.10245 -1.17685 -0.10
C 5.42389 0.03232 -0.74555 0.02
C 5.78563 -0.83794 0.29664 -0.25
C 7.25006 -1.08886 0.57226 -0.05
C 4.79018 -1.49970 0.98191 0.05
C 3.41319 -1.35128 0.67735 -0.10
C 2.44349 -2.00933 1.50948 -0.06
N 1.22541 -1.66681 1.83394 -0.02
C 0.85513 -2.11402 3.18685 -0.21
C -0.27310 -3.12463 3.16412 -0.17
C -1.57232 -2.50041 2.67852 -0.23
N -1.57414 -2.19756 1.25397 -0.02
C -2.24063 -3.04267 0.52268 -0.06
C -2.46565 -2.92699 -0.91042 -0.09
C -3.77461 -3.28529 -1.41863 0.07
C -1.57986 -2.12233 -1.71005 -0.28
O -0.44926 -1.68649 -1.23214 -0.20
C 3.01245 -0.44839 -0.37046 -0.26
O 1.77438 -0.21582 -0.61245 -0.18
H -5.54091 -3.60282 -4.19826 0.09
H -6.22075 -2.30953 -3.21544 0.10
H -6.08543 -3.93409 -2.50912 0.09
H -3.60927 -1.90810 -4.51057 0.14
H -1.55131 -0.79742 -4.93264 0.16
H 0.29443 -0.76591 -2.58394 0.12
H 0.28675 0.13528 -5.45038 0.13
H 1.75008 -0.31894 -4.57887 0.13
H 0.04864 2.15626 -3.89819 0.12
H 1.40810 2.20798 -4.96892 0.14
H 1.58115 1.28653 -1.97027 0.06
H 2.06604 2.85074 -2.66797 0.12
H 3.50650 1.57761 -4.18677 0.16
H 4.99795 0.18880 -3.09691 0.15
H 6.17092 0.56982 -1.30496 0.13
H 7.77243 -1.52691 -0.30867 0.09
H 7.40718 -1.76984 1.42430 0.08
H 7.78917 -0.13186 0.81445 0.10
H 5.06446 -2.24495 1.71296 0.13
H 2.87939 -2.90020 1.97896 0.14
H 0.52048 -1.21650 3.75071 0.12
H 1.70807 -2.57729 3.69075 0.12
H -0.42747 -3.48784 4.17577 0.12
H 0.02944 -4.00818 2.55024 0.13
H -1.72014 -1.52640 3.16256 0.10
H -2.46809 -3.08668 2.93945 0.12
H -2.69163 -3.90437 1.02597 0.14
H -4.43388 -3.85168 -0.76008 0.13
C -1.13859 1.93626 4.20573 0.01
C -2.13483 1.78492 3.11445 -0.33
N -1.99671 1.02039 2.01650 0.09
C -3.16710 1.22697 1.27677 -0.11
C -4.02024 2.13444 1.94839 -0.07
N -3.33485 2.42730 3.10470 0.17
C -5.30036 2.81327 1.65372 -0.45
O -5.94410 2.44065 0.53751 0.13
O -5.67426 3.65698 2.46221 0.09
C -3.33786 0.62246 -0.08968 -0.55
O -4.43311 0.58407 -0.69645 0.04
O -2.24028 0.16932 -0.53571 -0.17
H -0.74629 0.94421 4.45911 0.08
H -1.61652 2.37547 5.14098 0.11
H -0.28654 2.54967 3.85996 0.07
H -3.79342 2.96920 3.84333 0.18
H -5.47227 1.73657 0.00896 0.08
N -0.61397 4.76036 1.27107 0.12
C 0.16903 3.99774 0.47755 -0.89
N 1.50910 4.14515 0.64209 0.10
S -0.47912 2.95403 -0.70109 0.64
H -0.22963 5.23477 2.09413 0.13
H -1.60745 4.70845 1.14329 0.09
H 1.89018 4.23308 1.58992 0.10
H 2.07104 3.47039 0.11236 0.09
F 2.53368 0.71970 3.56541 0.19
B 2.25297 1.68808 2.65764 -1.19
F 0.97726 1.23002 1.84722 -0.13
F 1.84451 2.89151 3.22023 0.12
F 3.24503 1.84954 1.72444 0.17
```


The following is a DFT calculation (ωB97M-V/def2-TZVPD) of one molecule with the formula C3H5NO3 in a non-equilibrium geometry.

As for the total energy: -397.777630 Ha. The HOMO-LUMO gap is 10.48 eV. The LUMO energy is 0.0129 Eh. The energy above the lowest of the compared OMol25 structures with the same formula, charge and spin comes out at 37.1 kcal per mole.

XYZ file:
```
12
Properties=species:S:1:pos:R:3:lowdin_charge:R:1
C 1.67330 -0.17771 0.16323 -0.34
N 0.96853 0.75110 -0.56467 0.03
C -0.46678 0.81958 -0.56737 -0.14
C -1.42294 -0.20641 0.03660 -0.46
O -1.19824 -1.43674 -0.55081 0.09
O -2.18246 0.04327 0.95128 0.13
O 2.64092 0.17657 0.77708 0.05
H 1.29847 -1.15770 0.28060 0.12
H 1.43492 1.65358 -0.49246 0.15
H -0.84606 0.84884 -1.59720 0.12
H -0.74681 1.80537 -0.09951 0.15
H -0.70336 -1.28536 -1.35383 0.10
```


The following is a DFT calculation (ωB97M-V/def2-TZVPD) of one molecule with the formula C4H4O3 in a non-equilibrium geometry.

As for the total energy: -380.376677 Ha. The HOMO-LUMO gap is 8.84 eV. The LUMO energy is -0.0144 Eh. The energy above the lowest of the compared OMol25 structures with the same formula, charge and spin comes out at 106.9 kcal per mole.

XYZ file:
```
11
Properties=species:S:1:pos:R:3:lowdin_charge:R:1
O -0.36048 1.90577 0.57425 0.04
C -0.82149 1.10944 -0.23530 -0.19
C -0.20738 -0.23188 -0.10753 -0.34
C -0.44804 -1.43228 0.71967 -0.01
O -0.56765 -1.45180 -0.70563 0.01
C 1.11470 0.46118 -0.48734 -0.12
O 1.50419 1.50177 0.00524 0.08
H -1.40422 1.42851 -1.10908 0.14
H 0.38564 -2.01039 1.12570 0.12
H -1.39101 -1.52723 1.26583 0.13
H 1.71025 -0.01590 -1.24790 0.14
```